Entry 1:
The following is a DFT calculation (ωB97M-V/def2-TZVPD) of a structure of composition C28H58BBa2F4NO14.

```
! RIJCOSX wB97M-V def2-TZVPD def2/J DEFGRID3
* xyz 1 2
Ba -28.18 -4.60 12.71
Ba -23.95 -3.58 11.42
B -25.21 -4.53 14.39
F -24.97 -4.05 15.73
F -26.11 -5.67 14.36
F -25.75 -3.52 13.82
F -24.15 -4.82 13.72
C -27.05 -0.30 10.86
C -27.18 -1.72 11.41
O -26.47 -2.71 11.10
O -27.96 -1.75 12.38
H -27.71 -0.06 10.03
H -26.00 -0.31 10.55
H -27.11 0.46 11.64
C -32.70 -1.17 14.17
C -33.49 -0.03 14.02
C -32.88 1.16 13.53
C -31.50 1.17 13.19
C -30.73 0.01 13.44
C -31.36 -1.14 13.92
N -30.92 2.35 12.58
O -29.77 2.30 12.05
O -31.51 3.47 12.67
H -33.23 -1.95 14.70
H -34.54 -0.10 14.24
H -33.46 2.07 13.59
H -29.66 0.01 13.28
H -30.76 -1.97 14.27
C -28.13 -2.22 15.73
O -28.82 -3.48 15.53
C -28.45 -4.48 16.49
C -29.21 -5.89 16.22
O -29.02 -6.10 14.86
C -29.43 -7.48 14.48
H -27.05 -2.28 15.86
H -28.57 -1.51 16.43
H -28.23 -1.73 14.76
H -28.49 -4.04 17.49
H -27.42 -4.80 16.36
H -30.22 -5.87 16.62
H -28.81 -6.75 16.75
H -28.87 -8.21 15.07
H -29.21 -7.51 13.41
H -30.50 -7.59 14.63
C -32.32 2.50 7.29
O -31.03 1.87 7.63
C -30.32 1.10 6.69
C -30.51 -0.40 6.85
O -29.77 -0.92 7.97
C -30.41 -0.67 9.20
H -32.94 3.09 7.96
H -33.09 1.92 6.78
H -32.04 3.24 6.54
H -29.29 1.32 6.96
H -30.45 1.43 5.66
H -30.29 -0.94 5.93
H -31.53 -0.78 6.95
H -30.03 0.24 9.68
H -30.19 -1.58 9.75
H -31.47 -0.46 9.31
C -31.86 -4.78 13.81
O -31.09 -4.61 12.64
C -31.88 -4.30 11.47
C -30.99 -4.46 10.22
O -29.65 -4.21 10.53
C -28.84 -4.37 9.32
H -31.19 -4.71 14.67
H -32.33 -5.76 13.82
H -32.68 -4.07 13.91
H -32.23 -3.28 11.56
H -32.66 -5.02 11.23
H -31.45 -4.02 9.33
H -31.08 -5.52 9.97
H -27.85 -3.92 9.42
H -29.28 -3.79 8.51
H -28.82 -5.41 9.00
C -28.21 7.88 11.13
O -27.23 6.80 11.10
C -27.50 5.63 12.02
C -26.96 4.23 11.54
O -25.56 4.20 11.34
C -25.22 2.95 10.67
H -27.61 8.78 11.31
H -28.96 7.78 11.91
H -28.76 7.95 10.20
H -28.57 5.51 12.23
H -27.06 5.82 13.00
H -27.48 4.02 10.61
H -27.19 3.51 12.34
H -25.76 2.88 9.72
H -25.51 2.09 11.26
H -24.20 3.01 10.28
C -21.76 -3.03 13.65
O -22.87 -2.22 13.32
C -23.25 -1.17 14.30
C -24.41 -0.25 13.73
O -24.17 0.20 12.41
C -23.08 1.12 12.24
H -21.59 -3.64 14.54
H -20.75 -2.62 13.73
H -21.73 -3.79 12.86
H -22.44 -0.48 14.52
H -23.56 -1.76 15.16
H -24.76 0.54 14.38
H -25.30 -0.87 13.60
H -23.05 1.31 11.16
H -22.12 0.72 12.57
H -23.38 2.06 12.70
*
```

**HOMO level (spin up / spin down)**: -6.11 / -10.63 eV
**Expectation value of S²**: 0.75


Entry 2:
The following is a DFT calculation (ωB97M-V/def2-TZVPD) of a cluster of 7 separate species, C28H58FN10O21P2S2 in total.

```
! RIJCOSX wB97M-V def2-TZVPD def2/J DEFGRID3
* xyz 1 1
C -5.31 3.59 1.16
C -4.97 2.34 2.14
O -4.64 1.16 1.33
P -3.82 -0.02 2.24
O -3.65 0.37 3.73
C -2.07 -0.41 1.55
C -1.28 1.01 1.63
N -0.22 1.12 0.52
C 0.46 -0.22 0.76
C 1.92 0.19 0.24
F 1.72 0.14 -1.21
C 2.85 -1.00 0.77
C 3.36 -1.87 -0.51
C 2.21 -2.90 -1.00
S 1.67 -2.66 -2.75
C -0.16 -2.28 -2.81
S -1.11 -3.08 -1.64
N -0.72 -1.36 -3.80
C -2.21 -1.30 -3.74
C -2.67 -0.14 -4.80
O -1.58 0.27 -5.68
C -0.59 0.98 -4.91
C -0.19 0.02 -3.66
N 2.08 1.56 0.84
C 3.20 2.06 -0.03
O 4.08 2.84 0.86
C 5.03 3.58 0.10
C 5.22 5.13 0.55
O 5.62 3.06 -0.87
C 0.77 2.20 0.73
N 0.48 3.51 0.79
C 1.54 4.57 1.06
C 0.89 5.87 1.79
O 0.50 5.67 2.97
O 0.73 7.12 1.16
P -1.16 4.18 0.56
O -1.17 5.32 -0.51
O -4.63 -1.55 2.27
C -5.71 -1.59 1.28
C -5.20 -1.58 -0.24
H -5.51 4.48 1.85
H -6.18 3.32 0.48
H -4.34 3.78 0.58
H -4.08 2.70 2.77
H -5.87 2.17 2.82
H -1.65 -1.19 2.27
H -2.23 -0.77 0.48
H -0.74 1.05 2.63
H -2.09 1.81 1.56
H 0.67 -0.44 1.87
H 0.18 -1.08 0.07
H 3.74 -0.57 1.32
H 2.34 -1.75 1.46
H 3.80 -1.24 -1.34
H 4.21 -2.54 -0.11
H 1.34 -2.89 -0.25
H 2.64 -3.98 -0.94
H -2.63 -0.98 -2.73
H -2.66 -2.27 -4.15
H -3.61 -0.42 -5.37
H -2.93 0.78 -4.17
H -0.92 2.02 -4.57
H 0.32 1.14 -5.61
H -0.56 0.57 -2.72
H 0.95 -0.01 -3.63
H 3.85 1.25 -0.47
H 2.85 2.82 -0.83
H 4.85 5.26 1.62
H 4.61 5.73 -0.22
H 6.33 5.35 0.46
H 2.15 4.83 0.14
H 2.20 4.09 1.88
H -0.19 7.22 0.80
H -1.94 3.11 -0.04
H -1.74 4.70 1.76
H -6.25 -2.59 1.45
H -6.47 -0.76 1.50
H -5.56 -2.53 -0.79
H -5.69 -0.69 -0.77
H -4.06 -1.57 -0.36
C 3.69 -5.39 -5.59
N 2.61 -5.93 -4.72
O 2.73 -5.76 -3.51
O 1.69 -6.51 -5.27
H 4.44 -4.91 -4.97
H 4.12 -6.23 -6.14
H 3.23 -4.68 -6.27
C -1.89 7.24 4.84
N -2.93 7.36 3.79
O -3.79 8.20 3.95
O -2.84 6.61 2.83
H -2.10 7.97 5.63
H -1.94 6.22 5.23
H -0.92 7.44 4.38
C -0.97 -8.52 -6.00
N -1.20 -9.87 -6.58
O -2.13 -10.00 -7.36
O -0.44 -10.76 -6.22
H -1.72 -7.84 -6.40
H -1.06 -8.60 -4.92
H 0.03 -8.21 -6.29
C 6.10 6.26 4.80
N 6.64 5.90 3.46
O 6.91 4.72 3.26
O 6.77 6.80 2.66
H 6.04 5.36 5.41
H 6.79 6.98 5.24
H 5.11 6.69 4.65
C 3.77 -7.42 -0.58
N 3.77 -6.30 0.39
O 2.83 -5.52 0.35
O 4.71 -6.24 1.17
H 2.88 -7.34 -1.21
H 4.68 -7.33 -1.19
H 3.77 -8.35 -0.02
C -4.24 -3.32 5.40
N -4.26 -4.81 5.35
O -4.55 -5.33 4.28
O -3.97 -5.40 6.37
H -4.51 -2.94 4.42
H -4.97 -3.01 6.15
H -3.23 -3.01 5.67
*
```

**HOMO level**: -10.74 eV